66
Properties=species:S:1:pos:R:3 method="wB97M-V/def2-TZVPD" mol_weight_g_mol=387.52 multiplicity=1 homo_lumo_gap_ev=7.210 total_energy_ha=-1462.1273 charge=+1 fmax_ev_per_a=8.9
C -0.43362 0.61232 -1.46759
C 0.29174 -0.19064 -2.74288
O 1.48672 -0.89970 -2.25880
C 2.57423 -0.90893 -3.24931
O 3.04607 -2.12832 -3.61163
C 3.29293 0.39785 -3.93049
C 4.61258 0.87685 -3.08152
C 4.40601 2.24985 -2.20092
C 3.01818 2.30697 -1.32949
C 2.30556 3.76740 -1.54730
O 1.80862 4.24190 -2.70145
N 2.28348 4.44074 -0.16064
C 3.28828 3.72070 0.76323
C 3.05600 2.16448 0.30283
P 4.39570 0.84524 0.63615
C 5.14119 1.04539 2.38288
C 3.54928 -0.86755 0.39912
H -1.48622 0.17082 -1.20882
H 0.33239 0.47442 -0.56299
H -0.44943 1.78948 -1.66325
H -0.54684 -0.88986 -3.18823
H 0.54164 0.64255 -3.52743
H 2.54667 1.29035 -4.17627
H 3.69351 0.03828 -4.99509
H 5.07760 0.01070 -2.41500
H 5.45869 1.12820 -3.88472
H 5.38764 2.41873 -1.58045
H 4.33425 3.13979 -2.99370
H 2.19382 1.53365 -1.63210
H 1.32104 4.11156 0.15110
H 4.28249 4.27516 0.48927
H 2.92577 4.03175 1.84368
H 1.93994 1.87738 0.56494
H 6.31707 1.16657 2.23496
H 4.95587 0.13017 3.10873
H 4.72313 2.06247 2.83141
H 3.75667 -1.60072 1.31101
H 3.90591 -1.36847 -0.61913
H 2.36845 -0.78249 0.30013
C -5.54122 0.02995 0.37346
C -5.74429 -1.47655 0.41541
C -5.57184 -2.13497 1.78665
N -4.13781 -2.34421 2.31613
C -4.28097 -3.13574 3.62738
C -3.24263 -3.12940 1.35566
C -2.48492 -2.07714 0.57854
C -2.26860 -0.94817 1.56623
C -3.37947 -1.04241 2.60332
H -4.49609 0.31450 0.48252
H -5.87324 0.42307 -0.59511
H -6.12455 0.52809 1.15298
H -5.14487 -1.97028 -0.35215
H -6.78493 -1.65338 0.11665
H -6.01147 -3.13942 1.73151
H -6.11556 -1.57351 2.55362
H -4.75154 -4.09553 3.39834
H -4.89933 -2.54893 4.31517
H -3.28603 -3.29420 4.05334
H -2.54377 -3.72545 1.95738
H -3.85345 -3.79806 0.74036
H -3.05286 -1.72553 -0.28460
H -1.53728 -2.46487 0.19063
H -2.26073 0.02431 1.06745
H -1.29407 -1.05649 2.05506
H -4.08016 -0.20575 2.59750
H -2.94133 -1.10498 3.60635

---

73
Properties=species:S:1:pos:R:3 method="wB97M-V/def2-TZVPD" mol_weight_g_mol=625.30 multiplicity=1 homo_lumo_gap_ev="6.531 / 6.532" total_energy_ha=-2721.2906 charge=-1 fmax_ev_per_a=1.4
Pd 1.09206 -0.31094 -0.91763
C 3.62833 -0.97464 3.02213
Si 2.84257 -1.04188 1.29794
C 2.87755 -2.87768 0.90718
C 4.02915 -0.14003 0.13000
C 1.19593 -0.21125 1.37754
Si 1.18372 1.49028 2.04486
C 0.99537 1.43616 3.93205
C 2.71281 2.54369 1.80918
C -0.23606 2.58117 1.45362
Si -0.27497 -1.20101 1.57185
C -1.90738 -0.27109 1.55123
C -0.29734 -2.11224 3.22667
C -0.52300 -2.53793 0.24046
C -1.52428 -3.50481 0.30295
C -1.67811 -4.40534 -0.73424
C -0.81056 -4.33870 -1.80734
C 0.16585 -3.35363 -1.82301
N 0.29465 -2.46275 -0.83242
H 4.55800 -1.55894 3.05917
H 2.93345 -1.39219 3.76092
H 3.86392 0.05301 3.32639
H 3.78020 -3.31038 1.35343
H 2.89778 -3.05014 -0.17201
H 2.01055 -3.40206 1.32512
H 4.50571 -0.85798 -0.54729
H 4.81938 0.35946 0.70300
H 3.45491 0.71008 -1.59329
H 1.80415 0.84833 4.38218
H 0.04416 0.97009 4.22302
H 1.02371 2.44542 4.36811
H 3.60631 2.07362 2.23940
H 2.54090 3.49186 2.33063
H 2.92380 2.73818 0.75731
H -1.16635 2.36838 1.98452
H -0.40512 2.43477 0.38136
H 0.01927 3.63490 1.62257
H -2.01490 0.31853 2.46738
H -2.74550 -0.97802 1.50447
H -1.97505 0.40717 0.69466
H -0.19853 -1.37172 4.02826
H 0.55157 -2.80318 3.30377
H -1.21928 -2.68621 3.40184
H -2.17218 -3.54435 1.17223
H -2.46571 -5.14944 -0.70744
H -0.87663 -5.03907 -2.62972
H 0.86679 -3.25916 -2.63815
O 2.80602 -1.99784 -2.60730
S 2.01347 -0.80495 -2.88212
O 2.84529 0.34342 -3.23833
O 0.86232 -1.01741 -3.76239
O 3.29467 0.83936 -0.64527
C -2.08996 -0.69141 -2.47303
N -2.54345 0.68714 -2.37348
C -3.97255 0.90044 -2.51928
C -4.26791 2.31651 -2.96009
C -3.55643 3.26635 -2.02359
N -2.13946 2.96794 -2.00718
C -1.23414 4.06716 -1.72856
C -1.64551 1.68094 -2.08966
O -0.45650 1.45605 -1.90619
H -2.35311 -1.09741 -3.45364
H -2.55249 -1.30799 -1.69400
H -1.01244 -0.73444 -2.38650
H -4.48936 0.68087 -1.57615
H -4.33950 0.18651 -3.25952
H -5.34353 2.49944 -2.95616
H -3.89267 2.46644 -3.97526
H -3.98631 3.18433 -1.01518
H -3.68109 4.30239 -2.34334
H -1.36901 4.85568 -2.47475
H -0.21313 3.70509 -1.76909
H -1.41480 4.48703 -0.73487

---

67
Properties=species:S:1:pos:R:3 method="wB97M-V/def2-TZVPD" mol_weight_g_mol=630.61 multiplicity=5 homo_lumo_gap_ev="7.184 / 4.247" total_energy_ha=-2456.0037 charge=+4 fmax_ev_per_a=4.4
Pt -0.45237 1.14818 -0.37445
P 1.32465 2.58966 0.37528
P -1.84060 2.60161 -1.58229
P 0.57592 0.01425 -2.13892
H -0.18567 -7.84789 3.63654
C 0.78113 -7.88694 3.12021
C 1.91644 -7.53808 3.73671
H 1.92110 -7.19513 4.77837
C 1.28538 3.20204 2.08824
C 1.52870 4.08207 -0.65529
C 2.90556 1.70186 0.31848
C -3.24320 1.68844 -2.29896
C -2.63147 3.97627 -0.67833
C -1.01476 3.41694 -2.99562
C 1.80408 -1.29629 -1.77152
C 1.55698 1.01376 -3.33768
C -0.62722 -0.86898 -3.20306
H 0.78198 -8.27693 2.09539
H 2.89040 -7.62506 3.24045
H 1.05667 2.37067 2.76441
H 0.51885 3.97517 2.20115
H 2.26105 3.63144 2.35787
H 0.61439 4.68760 -0.63218
H 1.74886 3.81282 -1.69424
H 2.35463 4.69985 -0.27830
H 2.86424 0.87082 1.03386
H 3.73170 2.37425 0.58689
H 3.08389 1.30760 -0.68718
H -3.92366 2.37199 -2.82601
H -3.79185 1.20288 -1.48135
H -2.87739 0.92388 -2.99601
H -3.21580 4.59611 -1.37400
H -1.86694 4.60893 -0.20779
H -3.29941 3.58010 0.09782
H -1.62386 3.31047 -3.90269
H -0.02996 2.97546 -3.18405
H -0.88926 4.48574 -2.78196
H 2.39083 -1.46954 -2.68399
H 1.30257 -2.22988 -1.49130
H 2.48108 -1.00295 -0.96089
H 2.29972 0.36771 -3.82644
H 2.10075 1.81543 -2.82305
H 0.91792 1.43229 -4.12349
H -0.11125 -1.58923 -3.85442
H -1.18433 -0.16274 -3.83213
H -1.32610 -1.42042 -2.56208
C 0.50468 -1.81719 1.21263
C -0.67444 -2.49368 0.73581
C -0.78888 -3.87318 0.82903
C 0.27326 -4.62952 1.33014
C 1.47146 -4.01014 1.71184
C 1.59917 -2.63599 1.65644
O 0.61036 -0.53614 1.25103
H -1.38457 -0.15107 -0.69677
H -1.48051 -1.88442 0.32556
H -1.72044 -4.34883 0.51171
H 0.17082 -5.71106 1.43705
H 2.31481 -4.60063 2.06704
H 2.50589 -2.11898 1.95871
S -2.74084 2.49631 3.54634
C -2.87413 0.77379 3.36907
C -2.21206 0.32688 2.24880
N -1.63400 1.35066 1.51276
C -1.83794 2.53521 2.08578
H -3.38322 0.13082 4.07163
H -2.13917 -0.70262 1.94834
H -1.44460 3.47355 1.69511

---

82
Properties=species:S:1:pos:R:3 method="wB97M-V/def2-TZVPD" smiles="O=S1(=O)CCCC1.O=S1(=O)CCCC1.O=S1(=O)CCCC1.O=S1(=O)CCCC1.O=S1(=O)OCCO1.O=S1(=O)OCCO1" mol_weight_g_mol=728.93 multiplicity=1 homo_lumo_gap_ev=10.247 total_energy_ha=-4378.8758 fmax_ev_per_a=3.9
C 1.47939 0.67646 -1.68492
C 2.42350 -0.53516 -1.68218
O 2.16995 -1.09550 -0.33647
S 1.49919 -0.07449 0.67371
O 2.32891 0.29980 1.75695
O 0.20001 -0.62318 0.94407
O 1.56535 1.09216 -0.32634
H 0.48799 0.37340 -2.04016
H 1.87090 1.54932 -2.19635
H 3.49844 -0.26439 -1.66741
H 2.17937 -1.30225 -2.40416
C 0.60316 -4.03026 -0.51983
C 1.32198 -4.61991 -1.78097
O 0.37126 -4.37681 -2.83044
S -0.59134 -3.06354 -2.55171
O -1.87166 -3.40961 -3.04503
O -0.01844 -1.86954 -3.03234
O -0.32322 -3.16047 -1.04076
H 1.29204 -3.52887 0.13014
H 0.11520 -4.80127 0.06645
H 1.60258 -5.68702 -1.71687
H 2.21788 -4.04205 -2.07938
C 4.62308 2.83541 1.41680
C 5.23367 1.38068 1.66902
C 6.71689 1.49113 1.19654
S 6.45695 2.32689 -0.40982
O 5.86502 1.29720 -1.21844
O 7.68481 2.92944 -0.83819
C 5.08387 3.38652 0.03349
H 4.91934 3.55941 2.16134
H 3.54517 2.75608 1.44786
H 4.70234 0.69806 0.97544
H 4.98831 1.02974 2.67293
H 7.34994 0.66014 0.84263
H 7.34682 2.13385 1.81173
H 4.40172 3.36884 -0.79870
H 5.43491 4.42088 0.05397
C -0.42255 2.75230 -5.01783
C -1.27609 3.55343 -4.01379
C -2.63307 3.83390 -4.66748
S -2.94689 2.56653 -5.87435
O -2.97886 3.20724 -7.16150
O -3.99899 1.68914 -5.43022
C -1.36391 1.73827 -5.68422
H 0.42982 2.23040 -4.57657
H -0.05980 3.44821 -5.77151
H -0.70327 4.43444 -3.72738
H -1.44911 2.94088 -3.12809
H -2.67147 4.80326 -5.15587
H -3.44441 3.88415 -3.95146
H -1.01105 1.32218 -6.63663
H -1.45484 0.84386 -5.04418
C -3.96100 -2.14008 1.80071
C -4.98921 -3.22125 2.31875
C -4.24578 -4.52668 2.24972
S -3.41179 -4.41901 0.63799
O -4.46617 -4.74858 -0.26661
O -2.16640 -5.13513 0.66548
C -3.33194 -2.62538 0.49600
H -3.18054 -1.94611 2.52780
H -4.48471 -1.17093 1.69060
H -5.76951 -3.18306 1.55879
H -5.48239 -2.99738 3.25950
H -4.81048 -5.43803 2.18019
H -3.45964 -4.58934 3.02671
H -3.85999 -2.43694 -0.42973
H -2.25302 -2.44595 0.40663
C -2.65818 0.55929 4.27878
C -2.50138 1.74583 5.24963
C -1.18585 1.50117 5.99495
S -0.08003 0.92863 4.51396
O 0.60452 -0.26238 4.92477
O 0.65626 1.94505 3.84430
C -1.41800 0.55071 3.36432
H -3.55345 0.68968 3.66563
H -2.76047 -0.38891 4.90218
H -3.29653 1.89917 5.97005
H -2.39900 2.71943 4.79994
H -1.12516 0.72057 6.73299
H -0.71892 2.44928 6.23598
H -1.06632 -0.38747 2.98926
H -1.41572 1.32457 2.59914

---

73
Properties=species:S:1:pos:R:3 method="wB97M-V/def2-TZVPD" mol_weight_g_mol=776.19 multiplicity=2 homo_lumo_gap_ev="7.666 / 5.555" total_energy_ha=-8906.7930 charge=+1 fmax_ev_per_a=1.2
Y 0.57803 0.68431 0.46097
C -3.46141 -0.57730 0.59821
Si -2.65962 -1.11497 -0.98497
C -3.40222 -2.71493 -1.56865
C -2.71334 0.18866 -2.30670
Ge -0.31995 -1.66707 -0.63543
Si 0.95263 -2.09486 -2.63995
C 1.24722 -0.50207 -3.54200
C 2.53353 -2.93919 -2.17770
C -0.15459 -3.21692 -3.62350
Si 0.32695 -2.98988 1.27348
C -0.77383 -2.62878 2.73018
C 2.09720 -2.61232 1.69189
C 0.08900 -4.74397 0.71629
H -4.54187 -0.73042 0.52146
H -3.27585 0.47912 0.79911
H -3.10891 -1.16150 1.45109
H -4.43695 -2.51792 -1.86781
H -3.42011 -3.45935 -0.76937
H -2.87671 -3.14004 -2.42491
H -3.72058 0.60661 -2.39181
H -2.44365 -0.23283 -3.27836
H -2.03978 1.02128 -2.09116
H 1.78883 0.22646 -2.93771
H 0.30841 -0.05020 -3.87036
H 1.85594 -0.69853 -4.42966
H 3.15375 -2.30348 -1.54440
H 3.09978 -3.16700 -3.08561
H 2.34875 -3.88210 -1.65733
H -1.04780 -2.68787 -3.96309
H -0.46830 -4.09313 -3.05186
H 0.38414 -3.57036 -4.50821
H -0.75804 -1.57530 3.02026
H -0.44057 -3.21667 3.59115
H -1.81176 -2.89855 2.52548
H 2.24790 -1.56193 1.96405
H 2.76785 -2.83167 0.85988
H 2.40830 -3.21603 2.54979
H -0.96206 -4.94632 0.50034
H 0.40709 -5.41706 1.51880
H 0.67365 -4.98028 -0.17490
F 3.35150 0.69146 1.32138
C 2.84593 0.68569 0.00751
F 3.71506 -0.02807 -0.75446
C 2.86412 2.14013 -0.46019
F 1.87869 2.20086 -1.41956
F 3.96273 2.66652 -0.94612
F 2.39727 2.90218 0.55799
Se -1.13864 2.72162 0.74183
C -1.11799 4.00389 -0.69150
C -2.20585 4.05584 -1.55509
C -2.22471 4.98671 -2.58591
C -1.16458 5.86563 -2.75595
C -0.08569 5.81652 -1.88557
C -0.05968 4.88969 -0.85137
H -3.03706 3.37580 -1.41962
H -3.07474 5.02673 -3.25490
H -1.18403 6.59200 -3.55741
H 0.73968 6.50653 -2.00541
H 0.77561 4.86744 -0.16449
C 1.91383 -0.10534 4.45813
As 0.84895 1.03312 3.31423
C 1.69350 2.75133 3.61884
C -0.77629 1.22689 4.34553
H 1.92687 0.33673 5.45289
H 2.92812 -0.16725 4.06877
H 1.48373 -1.10396 4.50677
H 1.67672 2.94737 4.68990
H 1.13970 3.52069 3.08598
H 2.72137 2.72300 3.26456
H -0.51228 1.63822 5.31849
H -1.25980 0.26088 4.47799
H -1.45312 1.90553 3.82978

---

74
Properties=species:S:1:pos:R:3 method="wB97M-V/def2-TZVPD" mol_weight_g_mol=496.43 multiplicity=1 homo_lumo_gap_ev=9.060 total_energy_ha=-1996.3158 fmax_ev_per_a=1.8
O -1.86430 -1.42752 2.86332
S -2.79421 -0.33003 2.87512
O -4.29545 -0.91584 2.54734
C -4.39711 -2.35760 2.65563
B -5.93650 -2.77735 2.50140
O -6.37782 -3.81270 3.29138
O -6.78206 -2.18317 1.60464
O -2.65272 0.45553 1.43690
C -1.31052 0.48064 0.92881
C -1.01545 -0.64939 -0.02231
C 0.17977 -1.30583 0.02300
C 0.42014 -2.29304 -0.88315
C -0.51728 -2.62240 -1.81423
C -1.71583 -1.97410 -1.82666
C -1.96939 -0.98547 -0.93170
H -3.80631 -2.88219 1.90074
H -4.04824 -2.65663 3.64291
H -5.62886 -4.40700 3.42283
H -7.28931 -1.45570 1.97726
H -1.23998 1.40450 0.35490
H -0.55885 0.55634 1.71320
H 0.90677 -1.04062 0.77755
H 1.36553 -2.81496 -0.87906
H -0.32428 -3.39820 -2.53992
H -2.46153 -2.24772 -2.55693
H -2.91950 -0.47562 -0.94301
C 5.99469 1.05546 4.63529
O 5.45090 0.10709 5.53246
C 4.42825 0.61186 6.38247
C 3.06205 0.08264 5.99368
N 2.60316 0.64350 4.72843
C 1.44830 -0.03084 4.13419
C 1.53795 -1.51930 3.80852
O 2.40237 -1.84493 2.73242
C 3.78135 -1.89738 3.04753
H 6.90310 0.62585 4.21539
H 5.31090 1.27470 3.80824
H 6.25206 1.98687 5.14705
H 4.43623 1.70575 6.40614
H 4.65361 0.25516 7.39114
H 2.34197 0.34378 6.77552
H 3.13492 -1.01154 5.95582
H 3.36347 0.61590 4.06308
H 1.22285 0.49606 3.20303
H 0.59083 0.12099 4.79881
H 0.54314 -1.82992 3.48199
H 1.77531 -2.13102 4.68715
H 3.95660 -2.28062 4.05533
H 4.24895 -0.91565 2.93419
H 4.25840 -2.56652 2.33098
C 0.93128 1.43135 -7.75633
O 1.02113 2.48482 -6.81703
C 0.03184 3.49611 -6.96186
C -0.99554 3.44140 -5.84853
N -1.85393 2.26770 -5.95924
C -2.66392 1.97710 -4.77669
C -1.96650 1.73871 -3.43865
O -1.23458 0.53174 -3.35109
C 0.05222 0.55075 -3.93996
H 1.85557 0.85862 -7.69553
H 0.09932 0.75484 -7.53337
H 0.82252 1.81349 -8.77508
H -0.44724 3.44478 -7.94426
H 0.55149 4.45576 -6.89438
H -1.62030 4.33894 -5.89474
H -0.44744 3.46185 -4.89816
H -1.27997 1.45953 -6.15652
H -3.24792 1.08261 -5.00602
H -3.37892 2.79726 -4.64898
H -2.75404 1.65193 -2.68370
H -1.34306 2.58751 -3.13059
H 0.54000 1.52230 -3.82895
H 0.00629 0.27359 -4.99665
H 0.65363 -0.20451 -3.43248